Below is the molecule C3H5NO2, with properties calculated with the ωB97M-V functional and the def2-TZVPD basis.

Summary:
**LUMO level**: 0.9 eV
**SMILES**: [H]/N=C(/C)OC=O
**Maximum force**: 0.5 eV/A
**Net charge**: 0
**Relative energy (zero: lowest compared OMol25 entry of this formula, charge and spin)**: 79.4 kJ/mol
**Total energy**: -8776.87184 eV

Structure (XYZ):
```
11
Properties=species:S:1:pos:R:3:forces:R:3:mulliken_charge:R:1
O 0.996 -0.929 -1.648 0.145 0.222 0.421 -0.463
O 1.083 0.276 0.274 0.033 -0.007 -0.082 -0.321
N -0.688 1.719 -0.161 0.254 -0.369 0.133 -0.625
C 1.599 -0.482 -0.714 -0.100 -0.208 -0.309 0.126
C -1.201 -0.508 0.672 -0.007 -0.026 0.021 -1.004
C -0.297 0.585 0.208 -0.386 0.308 -0.169 0.774
H 0.101 2.298 -0.447 -0.040 0.020 0.027 0.255
H -0.822 -0.945 1.599 -0.038 0.050 -0.074 0.312
H -1.245 -1.299 -0.084 0.029 0.130 0.097 0.271
H -2.198 -0.095 0.833 0.166 -0.104 -0.061 0.322
H 2.672 -0.619 -0.532 -0.056 -0.016 -0.003 0.352
```
Forces are in eV/Å.


Below is a cluster of 6 separate species, C24H36O12 in total in a non-equilibrium geometry, with properties calculated with the ωB97M-V functional and the def2-TZVPD basis.

Summary:
**LUMO level (alpha / beta)**: -3.5 / -9.7 eV
**Expectation value of S²**: 0.758
**Maximum force**: 6.6 eV/A
**Spin multiplicity**: 2
**Net charge**: +1
**Relative energy (zero: lowest compared OMol25 entry of this formula, charge and spin)**: 29.2 kJ/mol
**Total energy**: -50029.58665 eV

Structure (XYZ):
```
72
Properties=species:S:1:pos:R:3:forces:R:3:mulliken_charge:R:1
O -0.891 -30.134 4.062 -0.306 -3.819 1.575 -0.324
O -2.845 -34.279 7.335 1.479 0.626 1.541 -0.276
O -2.414 -29.957 9.061 0.271 -0.552 -0.043 -0.398
O -7.538 -28.132 9.399 -0.602 -2.009 6.226 -0.319
O -3.011 -34.761 9.586 -1.137 -0.161 -4.441 -0.560
O -3.461 -28.011 9.424 -0.439 -2.627 -0.599 -0.614
O -1.854 -25.381 15.332 0.058 -1.313 -0.749 -0.548
O -1.429 -26.357 13.335 0.687 0.272 2.910 -0.367
O -8.704 -33.635 8.529 -1.387 -1.754 -0.192 -0.459
O -7.401 -28.887 7.412 0.400 -0.208 -0.761 -0.640
O -6.597 -33.797 9.197 0.511 -0.096 0.101 -0.565
O -1.731 -32.215 4.552 0.145 1.193 1.004 -0.276
C -3.530 -26.131 12.441 -0.808 -0.987 -1.339 0.426
C -3.530 -29.228 9.220 -0.036 1.742 0.565 0.074
C -1.804 -30.999 4.653 0.635 1.684 -3.300 0.528
C -3.081 -30.171 5.002 1.079 -1.350 -0.056 0.547
C -9.167 -31.404 8.589 -1.445 2.846 1.098 -0.342
C -3.555 -34.444 6.200 -1.962 -0.662 -0.866 0.076
C -2.252 -25.964 14.351 0.183 2.549 1.216 0.460
C -3.714 -25.982 13.909 0.179 -0.520 0.747 -0.601
C -1.368 -28.813 3.896 0.539 0.486 1.008 -0.374
C -6.395 -26.139 9.311 -0.706 1.345 2.467 -0.294
C -7.255 -27.981 8.200 -0.215 0.071 -4.446 0.761
C -2.648 -31.396 8.994 -1.151 0.133 -0.085 -0.345
C -2.164 -26.826 12.279 -0.438 0.567 -1.795 -0.368
C -2.784 -28.845 4.319 -1.738 -0.061 -0.021 -0.604
C -4.762 -30.132 9.110 0.629 0.719 -0.231 -0.001
C -7.198 -27.020 10.255 -0.213 1.017 0.057 -0.525
C -7.584 -33.137 9.012 -0.794 0.127 -0.697 0.339
C -3.412 -34.945 8.419 1.773 0.183 4.463 0.473
C -4.668 -35.419 6.514 -1.170 -3.149 -0.121 -0.774
C -4.197 -31.578 9.083 -1.129 0.361 0.032 -0.091
C -4.421 -35.921 7.934 -0.099 1.141 0.387 -0.212
C -9.876 -32.686 8.579 1.090 -2.783 -1.503 -0.436
C -7.836 -31.690 9.077 3.548 1.227 0.869 0.460
C -6.948 -26.566 7.995 2.607 2.875 -1.435 -0.626
H -3.953 -30.690 4.605 0.048 -0.038 0.314 0.404
H -6.529 -25.086 9.563 -0.531 0.126 -0.217 0.473
H -4.684 -36.253 5.812 0.306 -0.016 -0.238 0.367
H -3.303 -28.781 3.363 -1.013 0.317 0.659 0.295
H -6.624 -27.230 11.158 -0.142 -0.983 -0.215 0.303
H -5.311 -35.749 8.538 0.064 -0.392 0.175 0.196
H -3.048 -28.131 5.099 -0.105 0.680 -0.764 0.344
H -2.363 -31.763 8.008 0.398 0.219 -0.024 0.089
H -4.586 -32.162 8.249 0.269 0.427 -0.691 -0.154
H -7.762 -25.932 7.643 -0.493 -0.480 0.282 0.340
H -8.160 -26.613 10.567 0.078 0.242 -0.035 0.366
H -3.994 -36.908 8.115 -0.228 -0.137 -0.372 0.341
H -5.313 -29.803 8.229 0.260 -0.281 -0.482 -0.032
H -0.843 -28.166 4.598 0.692 0.083 -0.657 0.314
H -9.089 -30.835 7.662 -0.536 -0.437 -0.149 0.245
H -3.560 -25.129 12.013 0.298 -0.188 -0.417 0.286
H -10.477 -33.108 9.385 -0.070 0.873 0.180 0.275
H -6.113 -26.223 7.384 -0.212 -1.113 -1.218 0.214
H -5.328 -26.223 9.518 0.083 -0.857 -0.715 0.046
H -2.023 -31.903 9.728 -0.301 0.197 0.138 0.303
H -5.482 -29.826 9.869 0.271 -0.546 0.512 0.497
H -1.252 -28.618 2.830 0.281 0.476 0.345 0.291
H -9.489 -30.703 9.359 -1.098 0.171 -0.456 0.182
H -4.299 -26.753 11.984 -0.121 0.209 -0.221 -0.422
H -7.138 -31.182 8.410 0.412 -0.104 0.203 -0.298
H -7.647 -31.270 10.065 0.183 -0.230 0.129 0.377
H -5.718 -35.126 6.503 0.244 0.949 -0.259 0.231
H -3.053 -30.178 6.091 -0.420 0.299 0.135 -0.546
H -4.717 -32.179 9.829 1.040 0.117 0.912 0.573
H -1.604 -26.470 11.415 -0.417 -0.262 -0.410 0.237
H -2.156 -27.916 12.259 -0.437 -0.101 0.046 0.263
H -4.229 -33.598 6.067 0.401 1.468 -0.649 0.078
H -4.290 -26.768 14.398 0.285 -0.406 -0.102 0.304
H -4.248 -25.078 14.200 0.518 0.157 0.058 0.311
H -10.344 -32.895 7.617 -0.403 0.116 0.267 0.242
H -3.002 -34.692 5.293 0.363 0.330 0.350 0.461
```
Forces are in eV/Å.


Below is a cluster of 2 separate species, C15H19Br2N2O3P in total, with properties calculated with the ωB97M-V functional and the def2-TZVPD basis.

Summary:
**LUMO level**: -0.9 eV
**SMILES**: CC[C@@H](Br)c1cc(P(O)Br)c2nccnc2c1.CCOC(C)=O
**Maximum force**: 0.5 eV/A
**Net charge**: 0
**Total energy**: -174361.07161 eV

Structure (XYZ):
```
42
Properties=species:S:1:pos:R:3:forces:R:3:mulliken_charge:R:1
Br 3.942 2.539 0.241 0.009 0.137 0.083 -0.164
Br 2.956 -2.274 -4.834 0.130 0.003 -0.013 -0.252
P 0.825 -1.966 -4.143 -0.217 -0.008 0.087 0.100
O -5.917 -0.210 5.360 -0.025 -0.009 0.040 -0.550
O -5.018 -0.293 3.364 -0.082 0.024 -0.030 -0.381
O 0.584 -3.314 -3.258 -0.067 0.067 -0.046 -0.434
N -1.054 1.252 -0.552 -0.068 -0.086 -0.071 -0.613
N -1.272 -0.582 -2.687 -0.050 0.075 0.087 -0.541
C 1.326 1.049 -0.629 0.075 0.138 0.145 -0.599
C 0.055 0.701 -1.123 -0.258 -0.170 -0.201 -0.154
C -3.975 1.132 5.100 -0.083 0.134 -0.088 -0.872
C -2.316 -0.040 -2.124 0.120 0.043 0.071 -0.366
C 4.956 0.700 -1.707 0.235 -0.054 0.124 -0.715
C 5.563 -0.716 -1.810 -0.111 0.056 -0.084 -1.126
C -4.115 0.203 2.374 0.093 0.020 -0.096 -0.415
C -2.201 0.884 -1.049 0.028 -0.055 -0.117 -0.430
C -5.051 0.180 4.630 0.079 -0.015 0.032 0.699
C -2.759 -0.466 2.440 0.009 -0.085 0.122 -0.548
C 2.332 -0.404 -2.253 -0.112 0.145 0.150 0.722
C 2.458 0.518 -1.175 0.051 -0.094 -0.092 0.349
C -0.058 -0.215 -2.194 -0.169 0.184 0.222 0.803
C 3.851 0.809 -0.647 -0.103 -0.339 -0.294 -0.016
C 1.115 -0.771 -2.758 0.291 -0.117 -0.196 -0.605
H 4.053 0.081 0.138 0.080 0.160 0.135 0.386
H 5.058 -1.424 -1.151 0.009 -0.021 0.032 0.339
H -4.603 -0.028 1.428 -0.019 -0.017 0.013 0.292
H 3.222 -0.828 -2.687 0.067 -0.022 -0.057 -0.004
H -3.102 1.308 -0.617 0.028 0.023 0.025 0.538
H -3.191 0.546 5.580 0.019 -0.010 0.004 0.246
H -2.869 -1.547 2.349 -0.012 0.006 -0.029 0.305
H -3.528 1.736 4.316 0.039 -0.047 0.000 0.295
H 5.482 -1.115 -2.821 0.028 -0.006 -0.012 0.237
H -2.254 -0.261 3.384 -0.001 0.045 -0.008 0.261
H 1.070 -3.316 -2.425 0.030 -0.090 0.030 0.364
H 4.576 1.021 -2.676 -0.084 0.102 0.012 0.438
H 1.366 1.760 0.185 0.000 -0.014 -0.011 0.441
H -4.414 1.791 5.843 -0.008 -0.069 0.056 0.302
H -4.037 1.290 2.435 0.005 -0.002 0.014 0.348
H 5.745 1.399 -1.438 -0.007 0.004 -0.019 0.501
H 6.617 -0.708 -1.541 -0.001 -0.039 0.025 0.355
H -2.122 -0.108 1.632 0.012 0.021 -0.016 0.024
H -3.298 -0.314 -2.495 0.042 -0.019 -0.032 0.437
```
Forces are in eV/Å.